37
Properties=species:S:1:pos:R:3 method="wB97M-V/def2-TZVPD" max_force_ha_per_bohr=0.2472 spin_multiplicity=1 relative_energy_kcal_mol=199.54 energy_ev=-74673.171 homo_energy_ev=-8.8 homo_lumo_gap_ha=0.2694
N -1.230 -0.002 2.051
C -0.790 -0.438 0.888
C -0.132 -1.114 -0.493
P 1.311 -0.081 -1.211
S 0.774 1.396 -2.357
C -1.279 -1.546 -1.594
C -0.672 -1.692 -3.146
N -0.159 -1.852 -4.344
P -1.792 -3.362 -1.111
N -0.526 -4.306 -1.583
O -3.192 -3.934 -1.974
O -1.889 -3.547 0.631
S -2.733 -0.372 -1.717
O -3.254 -0.430 -3.205
O -2.404 1.116 -1.446
C -4.200 -0.814 -0.628
F -3.846 -1.275 0.735
F -4.973 0.470 -0.437
F -5.123 -1.735 -1.350
H 0.355 -2.138 -0.120
H 1.983 0.525 -0.054
H 2.256 -0.880 -1.961
H -0.122 -4.803 -0.740
H -2.847 -4.192 -2.884
H -2.442 -4.352 0.854
O 3.750 1.963 0.094
C 3.319 2.532 1.083
O 2.068 2.345 1.596
C 1.867 3.248 2.682
C 3.249 3.618 3.153
C 4.057 3.565 1.881
H 1.307 4.115 2.316
H 1.286 2.757 3.467
H 3.287 4.588 3.655
H 3.617 2.859 3.854
H 4.033 4.517 1.343
H 5.086 3.254 2.072



16
Properties=species:S:1:pos:R:3 method="wB97M-V/def2-TZVPD" s2=0.7530 max_force_ha_per_bohr=0.0272 spin_multiplicity=2 relative_energy_kcal_mol=7.11 energy_ev=-9762.567 homo_energy_ev="-3.9 / -8.6" homo_lumo_gap_ha="0.1700 / 0.3406"
N -0.428 1.279 -1.194
C -0.544 1.081 0.179
N 0.541 0.562 0.870
N -1.871 1.043 0.735
H 0.118 0.658 -1.778
H -1.212 1.691 -1.662
H 0.715 0.848 1.814
H 1.257 0.149 0.289
H -2.386 1.775 0.280
H -1.897 1.208 1.728
H -1.825 -2.993 0.486
H -0.718 -3.792 1.113
O -0.907 -2.907 0.779
H 3.512 0.422 -1.054
H 2.894 -0.861 -1.617
O 2.752 -0.162 -0.968